The following is a quantum chemistry calculation of a structure of composition C35H43BrFIN7PReS, from the OMol25 dataset.

XYZ file:
```
91
Properties=species:S:1:pos:R:3
Re 0.492 -0.335 -0.108
C 1.624 1.080 3.762
C 1.760 -0.041 4.578
C 1.509 -1.282 4.043
C 1.112 -1.421 2.712
N 0.984 -0.317 1.923
C 1.245 0.906 2.457
N 0.872 -2.720 2.307
C 0.288 -3.035 1.220
N -0.150 -2.137 0.231
C -1.210 -2.776 -0.459
N -2.175 -2.191 -1.037
C -2.456 -0.838 -0.874
C -3.676 -0.406 -1.374
C -4.123 0.872 -1.099
C -3.349 1.706 -0.305
C -2.125 1.247 0.124
N -1.661 0.015 -0.171
C -1.073 -4.219 -0.216
C -1.747 -5.298 -0.753
C -1.457 -6.552 -0.228
C -0.547 -6.709 0.818
C 0.101 -5.616 1.380
C -0.168 -4.375 0.834
H 1.820 2.077 4.128
H 2.058 0.062 5.612
H 1.595 -2.189 4.624
H 1.142 1.747 1.788
H -4.260 -1.110 -1.949
H -5.073 1.212 -1.488
H -3.659 2.708 -0.051
H -1.457 1.896 0.674
H -2.471 -5.168 -1.546
H -1.955 -7.425 -0.628
H -0.353 -7.700 1.206
H 0.785 -5.728 2.210
C 4.069 1.625 -0.060
C 4.077 0.157 0.372
P 2.897 -0.889 -0.547
C 3.314 -2.628 -0.148
C 4.772 -2.898 0.242
C 3.312 -0.660 -2.309
C 4.712 -1.109 -2.724
H 4.654 2.216 0.644
H 3.062 2.038 -0.097
H 4.524 1.747 -1.043
H 3.842 0.058 1.435
H 5.066 -0.278 0.223
H 3.021 -3.211 -1.026
H 2.680 -2.955 0.672
H 5.487 -2.524 -0.486
H 4.918 -3.975 0.326
H 5.007 -2.460 1.212
H 3.168 0.403 -2.517
H 2.556 -1.200 -2.882
H 5.495 -0.571 -2.189
H 4.848 -0.911 -3.787
H 4.857 -2.178 -2.574
C -3.122 6.486 0.753
C -1.700 6.050 1.073
N -0.767 6.273 -0.026
C -0.620 5.465 -1.084
S -1.481 4.015 -1.268
N 0.243 5.857 -2.039
C 1.104 7.033 -2.010
C 2.340 6.862 -1.134
H -3.753 6.362 1.634
H -3.531 5.887 -0.059
H -3.151 7.536 0.463
H -1.672 4.989 1.322
H -1.316 6.610 1.926
H -0.258 7.141 -0.016
H 0.332 5.212 -2.806
H 0.519 7.901 -1.699
H 1.401 7.228 -3.039
H 2.078 6.742 -0.082
H 2.989 7.733 -1.224
H 2.904 5.982 -1.445
F 0.865 1.557 -0.237
Br 0.566 -2.850 -3.446
C 0.265 -1.688 -4.908
C 0.275 -2.243 -6.179
C 0.066 -1.437 -7.287
C -0.149 -0.077 -7.130
C -0.150 0.486 -5.863
C 0.051 -0.324 -4.755
I 0.021 0.705 -2.922
H 0.448 -3.304 -6.296
H 0.075 -1.876 -8.275
H -0.317 0.554 -7.992
H -0.316 1.548 -5.740
```

Output
- Relative energy (zero: lowest compared OMol25 entry of this formula, charge and spin): 235.2 kJ/mol
- Kohn-Sham gap (alpha / beta): 4.9 / 5.5 eV
- Total charge: +2
- 2S+1: 2
- <S²>: 0.85
- LUMO energy (alpha / beta): -7.3 / -6.8 eV

Here are the Löwdin charges for atoms 1 to 2, given in e: atom 1 (Re): 1.332, atom 2 (C): -0.019

The following is a quantum chemistry calculation of a structure of composition C25H36N5NiOS2Sb, from the OMol25 dataset.

XYZ file:
```
71
Properties=species:S:1:pos:R:3
Ni 0.805 0.660 0.137
C 3.461 3.018 0.015
C 3.904 1.598 -0.177
C 5.243 1.304 -0.425
C 5.654 -0.003 -0.579
C 4.697 -1.007 -0.474
C 3.387 -0.649 -0.235
N 2.983 0.634 -0.094
Sb 1.887 -2.164 -0.077
C 0.800 -1.231 -1.718
C 0.575 -2.096 -2.770
C 0.153 -1.560 -3.985
C -0.005 -0.198 -4.093
C 0.227 0.627 -2.992
C 0.053 2.108 -3.106
N 0.607 0.102 -1.822
C 1.283 -1.318 1.842
C 1.456 -2.218 2.876
C 1.364 -1.751 4.183
C 1.095 -0.418 4.396
C 0.908 0.441 3.315
C 0.592 1.887 3.531
N 1.007 -0.014 2.061
H 4.323 3.679 0.045
H 2.908 3.136 0.950
H 2.808 3.344 -0.797
H 5.952 2.117 -0.487
H 6.692 -0.237 -0.770
H 4.971 -2.050 -0.574
H 0.741 -3.160 -2.662
H -0.028 -2.204 -4.836
H -0.306 0.250 -5.029
H 0.030 2.403 -4.152
H 0.856 2.643 -2.602
H -0.886 2.416 -2.647
H 1.667 -3.261 2.674
H 1.502 -2.424 5.020
H 1.014 -0.023 5.398
H 0.330 2.065 4.570
H -0.229 2.209 2.892
H 1.454 2.509 3.283
C -1.793 -4.870 0.636
C -1.507 -3.456 1.127
C -2.472 -2.458 0.507
S -2.286 -0.776 1.109
O -1.276 -0.060 0.203
C -3.902 -0.148 0.645
C -4.447 -0.472 -0.739
C -3.613 -0.008 -1.927
H -1.125 -5.589 1.106
H -1.662 -4.947 -0.444
H -2.815 -5.168 0.870
H -0.479 -3.182 0.873
H -1.579 -3.406 2.216
H -3.497 -2.734 0.760
H -2.383 -2.407 -0.581
H -3.847 0.924 0.847
H -4.548 -0.568 1.422
H -5.435 -0.007 -0.782
H -4.635 -1.543 -0.813
H -2.585 -0.380 -1.887
H -3.575 1.081 -1.996
H -4.065 -0.365 -2.850
N -2.148 2.667 -0.229
C -1.159 3.525 0.021
N -1.446 4.825 0.050
S 0.454 3.041 0.274
H -3.084 2.985 -0.423
H -1.942 1.670 -0.221
H -2.379 5.177 -0.093
H -0.710 5.487 0.239
```

Output
- Kohn-Sham gap (alpha / beta): 9.2 / 8.6 eV
- Total charge: +2
- 2S+1: 3
- <S²>: 2.01
- LUMO energy (alpha / beta): -5.2 / -5.6 eV

Here are the Löwdin charges for atoms 1 to 2, given in e: atom 1 (Ni): 0.424, atom 2 (C): -0.075

The following is a quantum chemistry calculation of a cluster of 6 separate species, H12O6 in total in a non-equilibrium geometry, from the OMol25 dataset.

XYZ file:
```
18
Properties=species:S:1:pos:R:3
H 1.184 -0.720 0.530
H 2.198 0.265 -0.028
H -0.036 -1.571 -1.268
H -0.282 -2.448 -0.051
H -3.447 0.949 3.710
H -2.487 0.302 2.725
H -0.743 1.309 2.060
H -1.176 0.100 1.246
H 4.668 0.558 -3.364
H 4.102 0.399 -1.962
H -2.416 0.457 -2.671
H -1.973 0.381 -1.219
O 1.680 0.074 0.762
O 0.370 -1.855 -0.441
O -3.426 0.440 2.891
O -0.429 0.455 1.742
O 4.268 1.059 -2.644
O -2.058 -0.153 -2.017
```

Output
- Relative energy (zero: lowest compared OMol25 entry of this formula, charge and spin): 200.7 kJ/mol
- Kohn-Sham gap: 10.2 eV
- SMILES string: O.O.O.O.O.O
- LUMO energy: 0.2 eV

Here are the natural (NBO) charges for atoms 1 to 2, given in e: atom 1 (H): 0.486, atom 2 (H): 0.443

The following is a quantum chemistry calculation of a cluster of 5 separate species, C70H40O10 in total in a non-equilibrium geometry, from the OMol25 dataset.

XYZ file:
```
120
Properties=species:S:1:pos:R:3
C 21.190 21.759 16.571
C 22.041 20.797 17.080
C 22.816 20.063 16.211
C 22.605 20.103 14.851
C 21.754 21.077 14.353
C 21.044 21.896 15.192
C 21.462 21.095 12.875
O 20.645 21.832 12.389
C 22.253 20.181 12.054
C 22.188 20.248 10.656
C 22.907 19.419 9.800
C 23.877 18.574 10.349
C 23.999 18.509 11.710
C 23.245 19.325 12.569
C 23.301 19.113 14.049
O 23.880 18.147 14.505
H 20.540 22.382 17.228
H 22.233 20.745 18.144
H 23.477 19.317 16.624
H 20.318 22.585 14.733
H 21.606 20.882 10.043
H 22.737 19.376 8.740
H 24.539 18.029 9.710
H 24.761 17.901 12.165
C 18.820 24.897 17.653
C 19.107 24.043 18.718
C 20.378 23.877 19.244
C 21.386 24.697 18.776
C 21.057 25.744 17.845
C 19.827 25.814 17.269
C 22.182 26.628 17.254
O 21.918 27.442 16.412
C 23.613 26.416 17.750
C 24.623 27.213 17.242
C 25.933 27.082 17.745
C 26.173 26.223 18.852
C 25.084 25.553 19.390
C 23.855 25.571 18.790
C 22.785 24.593 19.298
O 23.119 23.566 19.950
H 17.769 24.969 17.317
H 18.249 23.462 19.118
H 20.661 23.113 19.952
H 19.752 26.534 16.514
H 24.445 27.905 16.439
H 26.647 27.794 17.325
H 27.151 26.167 19.309
H 25.123 24.927 20.307
C 16.114 18.146 11.578
C 16.999 18.791 10.688
C 18.177 18.231 10.249
C 18.390 16.901 10.740
C 17.472 16.288 11.543
C 16.241 16.862 11.985
C 17.809 14.953 12.048
O 17.054 14.363 12.830
C 19.048 14.247 11.638
C 19.226 12.957 12.101
C 20.390 12.317 11.683
C 21.153 12.840 10.630
C 21.031 14.163 10.263
C 19.922 14.863 10.784
C 19.604 16.208 10.324
O 20.422 16.816 9.650
H 15.153 18.591 11.786
H 16.719 19.822 10.300
H 18.848 18.592 9.476
H 15.662 16.303 12.710
H 18.579 12.496 12.812
H 20.487 11.248 11.806
H 21.803 12.189 10.138
H 21.656 14.587 9.469
C 16.019 13.042 17.594
C 14.653 13.057 17.280
C 13.793 12.229 17.984
C 14.182 11.500 19.092
C 15.513 11.552 19.451
C 16.434 12.324 18.737
C 15.984 10.656 20.495
O 17.054 10.818 21.090
C 15.171 9.517 20.879
C 15.679 8.568 21.695
C 14.942 7.419 21.925
C 13.582 7.316 21.598
C 12.958 8.379 20.965
C 13.776 9.447 20.485
C 13.182 10.512 19.672
O 12.018 10.553 19.409
H 16.675 13.663 16.942
H 14.270 13.627 16.413
H 12.752 12.206 17.735
H 17.504 12.303 19.048
H 16.676 8.633 22.071
H 15.432 6.523 22.340
H 13.021 6.466 21.901
H 11.945 8.507 20.652
C 20.055 16.700 13.993
C 19.630 17.939 13.507
C 18.559 18.605 14.110
C 17.911 17.919 15.123
C 18.330 16.728 15.635
C 19.371 16.051 14.997
C 17.680 16.144 16.872
O 18.324 15.294 17.447
C 16.499 16.756 17.401
C 15.974 16.154 18.518
C 14.725 16.566 18.939
C 14.109 17.697 18.326
C 14.788 18.323 17.284
C 15.958 17.861 16.756
C 16.657 18.529 15.611
O 16.284 19.602 15.189
H 20.772 16.175 13.415
H 20.144 18.363 12.651
H 18.210 19.529 13.812
H 19.668 15.048 15.300
H 16.572 15.447 19.042
H 14.069 16.091 19.655
H 13.115 18.021 18.709
H 14.298 19.125 16.683
```

Output
- Relative energy (zero: lowest compared OMol25 entry of this formula, charge and spin): 0.0 kJ/mol
- Kohn-Sham gap: 8.4 eV
- SMILES string: O=C1c2ccccc2C(=O)c2ccccc21.O=C1c2ccccc2C(=O)c2ccccc21.O=C1c2ccccc2C(=O)c2ccccc21.O=C1c2ccccc2C(=O)c2ccccc21.O=C1c2ccccc2C(=O)c2ccccc21
- LUMO energy: -1.1 eV

Here are the Löwdin charges for atoms 1 to 2, given in e: atom 1 (C): -0.039, atom 2 (C): -0.044

The following is a quantum chemistry calculation of a cluster of 18 separate species, C22H83N3O23 in total in a non-equilibrium geometry, from the OMol25 dataset.

XYZ file:
```
131
Properties=species:S:1:pos:R:3
O 1.333 -8.029 -3.855
H 1.375 -8.195 -2.913
H 0.471 -8.353 -4.117
O -4.415 -6.199 -0.266
H -4.750 -5.549 0.352
H -3.887 -6.791 0.269
O -1.155 -8.119 1.783
H -0.819 -7.825 2.630
H -0.393 -8.101 1.204
O 3.687 -1.792 -6.440
H 2.977 -2.424 -6.320
H 3.896 -1.496 -5.554
O 2.732 -8.431 0.457
H 3.435 -7.844 0.735
H 2.962 -9.279 0.836
O -2.844 -7.378 -3.913
H -3.545 -7.639 -4.511
H -3.285 -7.229 -3.076
O -2.748 -2.650 5.269
H -2.636 -1.980 4.595
H -3.018 -2.164 6.049
O -2.247 0.362 2.772
H -2.059 0.431 1.836
H -2.886 1.055 2.939
O 4.924 -5.269 2.053
H 5.840 -5.281 2.330
H 4.670 -4.348 2.105
O 5.504 -1.469 -2.648
H 4.844 -2.103 -2.369
H 6.283 -1.997 -2.826
C -5.848 3.414 4.544
C -6.682 4.599 5.108
O -5.840 5.671 5.286
O -5.448 3.767 3.249
H -6.437 2.504 4.429
H -4.964 3.279 5.167
H -7.258 4.390 6.009
H -7.452 4.865 4.384
H -5.599 5.854 4.375
H -6.166 3.473 2.684
C -0.278 -7.147 -8.251
C 0.965 -6.274 -8.238
O 1.098 -5.616 -6.979
O -1.452 -6.371 -8.098
H -0.267 -7.935 -7.498
H -0.355 -7.652 -9.214
H 0.777 -5.532 -9.014
H 1.831 -6.921 -8.378
H 1.019 -6.257 -6.268
H -1.528 -6.201 -7.157
C 8.470 1.159 0.419
C 7.596 2.322 -0.002
O 6.255 1.885 -0.169
O 8.134 0.673 1.738
H 9.483 1.541 0.546
H 8.483 0.196 -0.091
H 8.043 2.565 -0.966
H 7.576 3.222 0.613
H 6.294 1.090 -0.705
H 8.676 1.090 2.411
C 5.277 5.809 -4.099
C 3.751 5.652 -3.726
O 3.665 5.584 -2.256
O 5.636 7.146 -3.871
H 5.492 5.558 -5.137
H 5.796 5.120 -3.432
H 3.373 4.737 -4.181
H 3.109 6.445 -4.110
H 3.868 4.694 -1.958
H 5.591 7.310 -2.926
C 3.581 -0.559 4.142
C 2.934 0.850 3.760
O 3.847 1.974 3.505
O 4.411 -1.009 3.098
H 2.843 -1.338 4.333
H 4.077 -0.309 5.080
H 2.282 1.198 4.562
H 2.219 0.856 2.938
H 4.485 1.788 2.813
H 5.043 -0.339 2.830
C 1.878 5.205 7.996
C 0.398 5.646 7.840
C -0.334 5.203 6.543
O 0.507 5.670 5.425
C -0.245 5.947 4.287
N -0.318 5.155 8.977
H 2.425 5.596 8.854
H 2.498 5.703 7.250
H 2.098 4.138 8.033
H 0.294 6.731 7.871
H -1.334 5.627 6.641
H -0.466 4.125 6.455
H -0.757 5.096 3.838
H 0.367 6.299 3.457
H -1.081 6.613 4.503
H -1.238 5.562 8.888
H -0.479 4.185 8.750
C -8.849 2.042 -3.908
C -7.307 2.338 -3.683
C -6.378 1.089 -3.431
O -7.066 0.296 -2.471
C -6.214 -0.812 -2.042
N -6.860 3.208 -4.755
H -9.297 1.534 -3.055
H -8.812 1.506 -4.857
H -9.390 2.983 -4.010
H -7.431 2.948 -2.788
H -5.374 1.358 -3.103
H -6.178 0.606 -4.388
H -5.194 -0.490 -1.832
H -6.097 -1.585 -2.801
H -6.638 -1.262 -1.144
H -7.342 2.939 -5.601
H -5.921 2.909 -4.976
C -0.454 -2.912 -0.354
C 0.260 -2.132 -1.468
C 0.476 -0.657 -1.258
O -0.845 -0.010 -1.081
C -0.602 1.408 -0.976
N 1.515 -2.821 -1.618
H -1.444 -2.467 -0.251
H 0.039 -2.767 0.606
H -0.660 -3.979 -0.444
H -0.231 -2.343 -2.418
H 0.948 -0.167 -2.109
H 1.137 -0.524 -0.401
H 0.070 1.569 -0.133
H -1.523 1.916 -0.689
H -0.232 1.811 -1.918
H 1.349 -3.577 -2.267
H 1.681 -3.191 -0.694
```

Output
- Kohn-Sham gap: 9.4 eV
- LUMO energy: -0.1 eV

Here are the Löwdin charges for atoms 1 to 2, given in e: atom 1 (O): -0.051, atom 2 (H): 0.028

The following is a quantum chemistry calculation of the molecule C2H2IN in a non-equilibrium geometry, from the OMol25 dataset.

XYZ file:
```
6
Properties=species:S:1:pos:R:3
C 0.685 -0.257 -0.498
C -0.245 0.665 0.440
N 1.306 -0.998 0.266
I -2.241 0.264 -0.073
H 0.518 -0.144 -1.542
H -0.022 0.470 1.407
```

Output
- Relative energy (zero: lowest compared OMol25 entry of this formula, charge and spin): 135.0 kJ/mol
- Kohn-Sham gap (alpha / beta): 9.0 / 8.3 eV
- 2S+1: 3
- <S²>: 2.03
- LUMO energy (alpha / beta): 0.3 / -1.8 eV

Here are the natural (NBO) charges for atoms 1 to 2, given in e: atom 1 (C): -0.111, atom 2 (C): -0.268

E_tot, respectively: -150527.9278, -105247.0802, -12479.0340, -93713.7920, -75715.3627, -11692.5444 eV.